Entry 1:
A 6-piece molecular cluster, C33H43NO10 overall, computed with ωB97M-V/def2-TZVPD.

F_max in eV/A: 6.22
HOMO level in eV: -7.52
Orbital gap in eV: 3.686

Geometry as XYZ:
```
87
Properties=species:S:1:pos:R:3:mulliken_charge:R:1
C 0.87479 2.65961 -4.43869 -1.765
C 0.48670 1.95795 -3.11649 1.563
C 0.53174 0.44385 -3.32993 -0.023
C 2.02059 -0.11632 -3.42949 -0.851
C 3.07948 0.91981 -3.03713 -1.288
C 2.74118 1.84968 -1.86301 1.594
N 1.37781 2.45706 -2.05123 1.025
O 0.93671 3.32895 -1.22591 -0.329
C 3.78799 2.89423 -1.86958 -1.813
C 2.73006 1.07777 -0.52554 -0.697
C -0.92982 2.30542 -2.73157 -1.346
H 1.10368 3.70785 -4.23663 0.433
H 0.12382 2.69871 -5.22731 0.421
H 1.74620 2.27378 -4.96652 0.328
H -0.00947 0.00014 -4.16350 0.677
H 0.11408 -0.05623 -2.45488 -0.621
H 2.32461 -0.49734 -4.40572 0.342
H 2.07612 -1.04459 -2.85810 0.326
H 3.16879 1.49381 -3.95891 0.283
H 4.02961 0.41595 -2.86700 0.676
H 3.98785 3.42171 -0.93524 0.351
H 3.72455 3.59588 -2.70049 0.401
H 4.76648 2.41052 -1.89969 0.435
H 3.51539 0.32181 -0.51317 0.431
H 1.80470 0.54446 -0.30817 -0.267
H 2.84957 1.67162 0.38127 0.370
H -1.44807 3.25879 -2.83762 0.308
H -1.02126 1.98118 -1.69298 0.119
H -1.65012 1.70455 -3.28982 0.300
O -0.08816 -0.92100 0.32093 -0.437
H 0.61806 -0.81003 -0.33082 -1.307
C 1.85371 -4.07315 0.53945 -0.282
C 2.77919 -5.06391 0.91529 -0.732
C 2.93505 -6.14838 0.03589 0.367
C 2.38911 -6.18390 -1.25080 -0.435
C 1.47307 -5.19298 -1.54896 -0.781
C 1.28874 -4.10947 -0.71132 0.651
O 0.66156 -2.99609 -1.19800 -0.485
O 3.82958 -7.09599 0.36226 -0.567
H 1.63538 -3.24565 1.20098 0.424
H 3.25598 -5.20545 1.87432 0.363
H 2.54800 -6.95698 -1.98854 0.383
H 1.15087 -5.10426 -2.57799 0.332
H 0.55570 -2.27640 -0.55109 0.698
H 3.44837 -7.97677 0.33094 0.335
C -1.66146 -2.27606 4.71031 -0.878
C -1.76726 -1.62354 5.92297 -0.485
C -2.07100 -0.28856 5.94906 0.769
C -2.27119 0.43899 4.78814 -0.465
C -2.14753 -0.14521 3.58270 -0.118
C -1.87624 -1.52171 3.54445 0.239
O -1.76438 -2.06975 2.28637 -0.667
O -2.33704 0.28435 7.18803 -0.540
H -1.60900 -3.35385 4.65256 0.430
H -1.50079 -2.13164 6.84086 0.312
H -2.54537 1.46958 4.97216 0.433
H -2.33743 0.29866 2.61592 0.438
H -1.15068 -1.60895 1.69763 0.170
H -2.42797 -0.50456 7.72970 0.283
C 1.47087 1.93095 3.22592 -0.321
C 0.52103 1.32654 2.49157 -0.228
C -0.38055 2.05648 1.68855 0.446
C -0.34973 3.42949 1.72853 -0.805
C 0.59591 4.01473 2.60230 -0.557
C 1.54131 3.31934 3.30092 0.542
O 2.42485 3.98944 4.10445 -0.586
O -1.11105 1.37550 0.73474 -0.367
H 2.26748 1.46164 3.79023 0.276
H 0.52239 0.24634 2.52749 0.442
H -1.05547 4.13114 1.30891 0.487
H 0.52938 5.07609 2.80252 0.441
H 3.03109 3.43231 4.59844 0.308
H -0.84439 0.42794 0.68801 0.040
C -3.83980 -0.50843 -0.49433 0.162
C -5.08716 0.11980 -0.36190 -0.746
C -5.63509 0.66932 -1.50886 0.456
C -5.06591 0.61825 -2.74194 -0.660
C -3.84406 -0.07641 -2.86905 -0.265
C -3.21915 -0.69944 -1.73461 -0.475
O -1.94410 -1.12197 -1.77181 -0.323
O -6.76134 1.50415 -1.33427 -0.590
H -3.30652 -0.79699 0.40174 0.622
H -5.46230 0.35666 0.62283 0.420
H -5.44703 1.21346 -3.55853 0.427
H -3.31059 -0.04597 -3.80921 0.573
H -1.37419 -1.01130 -0.99246 0.132
H -6.57650 2.27302 -0.79054 0.315
```

Entry 2:
C33H44BF2HfN3O3SiTe as an isolated structure, computed with ωB97M-V/def2-TZVPD.

F_max in eV/A: 0.51
HOMO level in eV: -6.89
Orbital gap in eV: 7.000

Geometry as XYZ:
```
89
Properties=species:S:1:pos:R:3:mulliken_charge:R:1
Hf -0.69752 0.52810 0.45720 -0.484
C -2.26002 4.60875 -0.51923 -2.061
C -1.83380 3.38292 0.23446 0.469
N -1.09895 2.39195 -0.39587 1.906
N -0.39469 2.78410 -1.53832 -0.909
C 0.54003 1.93892 -1.78122 -0.056
O 0.73966 0.88792 -0.98083 0.246
C 1.42392 2.07618 -2.95659 0.526
C 1.28395 3.15260 -3.83095 -0.609
C 2.11605 3.26386 -4.93110 -0.713
C 3.09261 2.30409 -5.17202 -0.404
C 3.23187 1.23063 -4.30608 -1.019
C 2.40019 1.11536 -3.20082 0.021
C -2.14282 3.18936 1.53556 0.421
C -2.77287 4.16621 2.39770 -1.282
C -2.47989 4.18165 3.70772 -0.755
C -1.50298 3.22886 4.20753 -1.147
C -1.13571 2.18195 3.46606 -0.482
N -1.73094 1.93321 2.17474 1.229
H -1.73732 4.66339 -1.46815 0.335
H -2.05001 5.51206 0.05183 0.490
H -3.33347 4.57400 -0.71767 0.309
H 0.51723 3.88999 -3.63683 0.475
H 2.00237 4.10112 -5.60770 0.406
H 3.73888 2.39318 -6.03576 0.392
H 3.98561 0.47639 -4.49317 0.423
H 2.49056 0.27355 -2.52733 0.417
H -3.43285 4.90695 1.96450 0.528
H -2.91155 4.91227 4.37673 0.443
H -1.05316 3.36679 5.18203 0.465
H -0.43338 1.43962 3.82462 0.422
C -1.42870 -2.02036 4.12988 -1.726
C -1.55370 -0.91961 3.13229 0.818
O -2.60823 -0.19778 3.21667 -0.464
O -0.65448 -0.72238 2.28299 -0.136
H -2.34207 -2.61324 4.12069 0.441
H -1.33445 -1.58298 5.12504 0.398
H -0.56474 -2.63838 3.90573 0.277
F -2.88506 0.32043 0.91493 0.001
B -2.90551 0.92880 2.25660 0.275
F -4.13715 1.39876 2.53899 -0.316
C 2.19947 0.46059 3.57261 -0.532
Te 1.85861 1.60740 1.80358 0.238
C 3.24919 0.27212 0.88496 0.151
C 3.94658 -0.44313 2.01355 0.212
C 5.08576 -1.20703 1.77168 -0.601
C 5.71925 -1.87403 2.80589 -0.588
C 5.21885 -1.78116 4.09880 -0.568
C 4.08751 -1.02281 4.34662 -0.698
C 3.44429 -0.35162 3.30985 0.327
H 1.33236 -0.18124 3.72634 -0.043
H 2.31130 1.12264 4.42878 0.759
H 3.93342 0.84828 0.26603 0.687
H 2.70552 -0.41396 0.23883 -0.489
H 5.47733 -1.27420 0.76371 0.467
H 6.60643 -2.46048 2.60668 0.405
H 5.71469 -2.29353 4.91269 0.402
H 3.69975 -0.94387 5.35544 0.460
C -2.83394 -2.62903 -0.06547 -1.396
Si -1.45146 -1.72125 -1.01375 -0.206
C -0.03110 -3.02659 -1.18434 2.612
C -0.42627 -4.23491 -2.03763 -1.997
C 0.29807 -3.52574 0.22976 -2.003
C 1.24862 -2.41826 -1.76539 -1.659
C -2.23807 -1.23613 -2.70904 2.624
C -1.18054 -0.92668 -3.77149 -1.799
C -3.06609 0.03579 -2.48083 -1.796
C -3.17952 -2.32082 -3.24436 -1.859
H -3.05963 -3.60980 -0.49272 0.370
H -3.75382 -2.04023 -0.07579 0.261
H -2.56537 -2.78222 0.98407 0.191
H -1.35173 -4.70152 -1.69203 0.321
H 0.36040 -4.99905 -1.99954 0.492
H -0.56035 -3.96077 -3.08543 0.375
H -0.54583 -4.04676 0.68788 0.349
H 0.58396 -2.70603 0.89850 0.303
H 1.14012 -4.22756 0.19385 0.490
H 1.11528 -2.05298 -2.78381 0.299
H 2.04903 -3.16886 -1.78148 0.614
H 1.59511 -1.57122 -1.16860 -0.114
H -0.44203 -0.19941 -3.42209 0.269
H -1.65895 -0.50422 -4.66335 0.528
H -0.64371 -1.82376 -4.08649 0.256
H -2.43359 0.89479 -2.23807 0.304
H -3.79454 -0.08207 -1.67337 0.220
H -3.62199 0.29180 -3.39105 0.630
H -2.66721 -3.26761 -3.42269 0.299
H -3.61527 -1.99773 -4.19772 0.540
H -4.00675 -2.51433 -2.55845 0.322
```

Number 1: LUMO level -3.837 eV, molar mass 613.70 g mol⁻¹. Number 2: LUMO level 0.109 eV, molar mass 913.72 g mol⁻¹.